# C5H11NO

A single C5H11NO molecule (ωB97M-V with the def2-TZVPD basis set, the OMol25 dataset).

The value obtained for the molar mass is 101.1 g mol⁻¹. The calculation puts the gap between HOMO and LUMO at 7.44 eV. The value obtained for the total energy is -8897.22749 eV.

Positions of all 18 atoms, in Å:
1 O 1.4420 -1.3331 1.3391
2 N -1.5576 -0.5258 -2.1513
3 C 2.1013 -0.1105 0.9681
4 C -1.8663 0.3230 -1.0886
5 C -1.2758 0.0103 0.1077
6 C 1.1277 0.7670 0.1256
7 C -0.2971 1.0586 0.6907
8 H -0.9303 -1.2981 -2.0077
9 H -2.7598 0.9207 -1.2493
10 H 2.6135 0.3040 1.8498
11 H -1.9052 -0.3696 -3.0840
12 H -0.5565 2.0921 0.4195
13 H -1.3308 -0.7835 0.8604
14 H 1.6842 1.6402 -0.2159
15 H 0.9316 0.1044 -0.7245
16 H 2.9023 -0.4242 0.2986
17 H 0.5729 -1.0884 1.6412
18 H -0.2089 0.9018 1.7717

---

# C12H17N

2 unconnected molecules or ions with the total composition C12H17N (ωB97M-V with the def2-TZVPD basis set, the OMol25 dataset).

Its charge is +1. The value obtained for the molar mass is 175.3 g mol⁻¹. The spin multiplicity is 2. The calculation puts the gap between HOMO and LUMO (alpha / beta) at 9.21 / 6.35 eV. The value obtained for the total energy is -14202.12421 eV.

Positions of all 30 atoms, in Å:
1 N 0.1763 1.9006 0.4594
2 C 2.9550 -0.6927 -1.3586
3 C -2.1782 -0.9808 -1.3290
4 C -2.3693 -0.5627 -0.0275
5 C -1.4362 1.0196 1.7692
6 C -0.6081 1.0658 -0.3642
7 C -2.4239 0.9264 2.8345
8 C -0.5259 0.7370 -1.6755
9 C 3.9231 -1.6129 -0.6107
10 C 3.2470 -2.8245 0.0124
11 C -1.5642 0.4664 0.4781
12 C -1.2862 -0.3271 -2.1796
13 C -0.3176 1.8975 1.6876
14 H -3.1012 -1.0081 0.6265
15 H 2.2292 -0.2851 -0.6552
16 H -2.6958 1.8868 3.2782
17 H 4.8491 -1.8378 -1.1524
18 H 3.4580 0.1202 -1.8745
19 H 0.1656 2.5427 2.4077
20 H -2.1615 0.3480 3.7354
21 H 3.9262 -3.6743 0.0641
22 H 2.8828 -2.6161 1.0215
23 H 4.4458 -0.9600 0.0902
24 H 2.3608 -1.3227 -2.0197
25 H 0.2005 1.2003 -2.3408
26 H 2.4016 -3.1023 -0.6202
27 H -3.3490 0.4270 2.5840
28 H -2.8208 -1.7632 -1.7019
29 H 0.6406 2.7322 0.1114
30 H -1.0694 -0.7651 -3.1437

---

no.,maximum force (eV/Å)
1,3.7
2,2.1